No. 1
Computed, not measured: C20H28LaNO2S as an isolated structure, with ωB97M-V/def2-TZVPD.

Values from the calculation:
LUMO level in eV: -0.536
ΔE to the lowest compared entry with this formula, charge and spin in kcal/mol: 4.5
Maximum force in eV Å⁻¹: 5.35
Total energy in eV: -38471.2329

Positions of all 53 atoms, in Å:
O -1.019 -2.140 0.060
C -1.520 -2.496 -1.248
C -2.611 -3.409 -0.706
H -0.785 -3.037 -1.853
H -1.849 -1.587 -1.755
C -2.046 -2.961 0.685
H -2.465 -4.471 -0.907
H -3.632 -3.086 -0.925
C -1.395 -4.067 1.493
H -0.576 -4.506 0.911
H -2.119 -4.838 1.761
H -0.988 -3.630 2.404
C -2.949 -2.033 1.474
H -3.480 -1.370 0.781
H -2.342 -1.399 2.133
H -3.667 -2.613 2.057
La 1.495 2.177 -0.205
C -2.106 3.030 -0.790
C -1.356 3.346 -1.963
C -1.343 2.195 -2.803
H -0.933 4.320 -2.202
C -2.101 1.177 -2.153
C -2.583 1.695 -0.910
H -3.235 1.173 -0.220
H -2.302 3.712 0.049
H -0.831 2.108 -3.769
H -2.268 0.164 -2.513
C -0.089 3.218 1.911
C -0.823 2.012 2.040
C 0.079 0.978 2.407
H -1.905 1.900 1.986
C 1.384 1.549 2.550
C 1.270 2.958 2.284
H 2.055 3.707 2.416
H -0.504 4.203 1.656
H -0.203 -0.051 2.648
H 2.264 1.040 2.958
O 2.288 0.129 -0.235
C 2.267 -1.230 0.433
C 3.239 -2.094 -0.356
H 1.227 -1.600 0.407
H 2.615 -1.055 1.455
C 3.901 -1.228 -1.448
H 2.717 -2.945 -0.806
H 3.996 -2.538 0.308
C 3.370 0.195 -1.279
H 3.662 -1.587 -2.456
H 4.993 -1.251 -1.339
H 2.954 0.598 -2.225
H 4.160 0.833 -0.865
S 3.195 4.037 -1.417
C 1.920 5.045 -1.085
N 0.971 5.726 -0.833

From a Mulliken analysis of the wavefunction, the atomic charges in e read: -0.326, 0.417, -0.887, 0.295, -0.542, 1.399, 0.308, 0.326, -1.711, 0.384, 0.415, 0.344, -1.203, 0.267, 0.095, 0.415, 1.185, -0.696, -0.859, -0.900, 0.620, -0.494, -0.419, 0.444, 0.504, 0.433, 0.631, -0.521, -0.348, -0.131, 0.469, -0.948, -1.009, 0.689, 0.443, 0.434, 0.515, -0.012, 0.123, -0.516, -0.184, 0.267, -0.621, 0.257, 0.367, -0.585, 0.283, 0.260, 0.521, 0.409, -0.516, 0.391, -0.481

No. 2
Computed, not measured: C20H28MoNO3 as an isolated structure, with ωB97M-V/def2-TZVPD.

Values from the calculation:
Net charge: +1
Spin multiplicity: 3
LUMO level (spin up / spin down) in eV: -3.380 / -4.072
ΔE to the lowest compared entry with this formula, charge and spin in kcal/mol: 70.8
Maximum force in eV Å⁻¹: 4.53
Total energy in eV: -30669.6017

Positions of all 53 atoms, in Å:
O -0.140 0.021 -2.298
C 0.939 -0.502 -3.205
C 0.440 0.408 -4.318
H 0.723 -1.571 -3.307
H 1.934 -0.289 -2.777
C -0.718 0.819 -3.358
H 0.105 -0.129 -5.210
H 1.118 1.244 -4.503
C -2.059 0.192 -3.696
H -1.966 -0.907 -3.707
H -2.361 0.547 -4.688
H -2.831 0.488 -2.966
C -0.827 2.291 -2.991
H 0.170 2.733 -2.857
H -1.426 2.436 -2.072
H -1.341 2.806 -3.818
Mo -0.020 0.023 0.214
C 1.047 1.707 1.566
C 2.079 0.662 1.471
C 2.413 0.536 0.063
H 2.187 -0.215 2.165
C 1.713 1.593 -0.640
C 0.810 2.274 0.264
H 0.150 3.142 0.064
H 0.393 2.073 2.423
H 3.142 -0.199 -0.325
H 1.966 1.937 -1.631
C -1.528 -0.487 1.946
C -2.056 0.775 1.168
C -2.348 0.407 -0.165
H -1.990 1.781 1.659
C -2.096 -1.034 -0.341
C -1.603 -1.575 0.863
H -1.288 -2.623 1.146
H -1.748 -0.785 3.021
H -2.798 1.096 -0.874
H -2.318 -1.620 -1.223
O 0.699 -1.661 -7.324
C 0.248 -0.568 -8.185
C 0.418 -0.959 -9.678
H 0.867 0.335 -7.978
H -0.797 -0.323 -7.918
C 1.626 -1.904 -9.607
H 0.566 -0.081 -10.342
H -0.472 -1.530 -9.995
C 1.393 -2.594 -8.233
H 2.550 -1.301 -9.550
H 1.688 -2.615 -10.457
H 2.337 -2.918 -7.758
H 0.769 -3.504 -8.401
O 0.119 0.041 4.619
C 0.201 -0.022 3.445
N -0.078 -0.445 2.258

From a Mulliken analysis of the wavefunction, the atomic charges in e read: 0.101, -0.597, -0.512, 0.295, 0.201, 1.275, 0.079, 0.392, -1.519, 0.356, 0.470, 0.233, -1.467, 0.335, 0.085, 0.477, 0.774, -0.752, -0.230, -0.761, 0.419, -0.063, -0.614, 0.425, 0.574, 0.378, 0.646, -0.483, -0.964, -0.187, 0.433, -0.140, -0.676, 0.345, 0.540, 0.647, 0.466, -0.355, -0.383, -0.571, 0.258, 0.288, -0.493, 0.326, 0.281, -0.487, 0.265, 0.319, 0.274, 0.264, -0.364, 0.629, -0.232

No. 3
Computed, not measured: one molecule with the formula C20H28N2O4S, with ωB97M-V/def2-TZVPD.

Values from the calculation:
SMILES string: CCOC(=O)C1(CCOC)CCN(Cc2nc(-c3cccs3)oc2C)CC1
LUMO level in eV: 0.569
ΔE to the lowest compared entry with this formula, charge and spin in kcal/mol: 27.4
Maximum force in eV Å⁻¹: 1.44
Total energy in eV: -43199.8935

Positions of all 55 atoms, in Å:
C -5.430 -1.723 0.260
C -3.986 -2.073 0.580
O -3.162 -0.914 0.711
C -2.744 -0.326 -0.406
O -3.028 -0.707 -1.515
C -1.806 0.855 -0.152
C -2.518 2.130 -0.645
C -3.862 2.410 0.033
O -4.862 1.454 -0.218
C -5.359 1.451 -1.536
C -1.370 0.985 1.310
C -0.433 -0.140 1.744
N 0.725 -0.210 0.873
C 1.706 -1.162 1.370
C 2.999 -1.062 0.636
N 3.931 -0.117 0.957
C 4.923 -0.310 0.135
C 6.138 0.438 0.086
C 6.490 1.501 0.876
C 7.765 2.006 0.564
C 8.364 1.328 -0.451
S 7.385 0.052 -1.054
O 4.713 -1.335 -0.720
C 3.483 -1.816 -0.401
C 2.952 -2.976 -1.158
C 0.305 -0.497 -0.483
C -0.550 0.647 -1.013
H -5.791 -0.967 0.951
H -6.047 -2.615 0.341
H -5.498 -1.331 -0.750
H -3.570 -2.715 -0.205
H -3.908 -2.574 1.549
H -1.864 2.986 -0.473
H -2.678 2.039 -1.722
H -3.747 2.421 1.119
H -4.213 3.404 -0.289
H -6.313 0.926 -1.505
H -5.523 2.473 -1.897
H -4.686 0.927 -2.223
H -2.237 0.988 1.969
H -0.839 1.933 1.420
H -0.085 0.066 2.760
H -0.982 -1.098 1.759
H 1.332 -2.202 1.313
H 1.900 -0.916 2.416
H 5.841 1.885 1.641
H 8.219 2.838 1.071
H 9.328 1.499 -0.887
H 2.004 -3.291 -0.731
H 2.800 -2.712 -2.204
H 3.659 -3.804 -1.120
H 1.196 -0.597 -1.107
H -0.263 -1.446 -0.540
H -0.846 0.432 -2.042
H 0.044 1.561 -0.997

From a Mulliken analysis of the wavefunction, the atomic charges in e read: -1.041, -0.293, -0.150, -0.392, -0.594, 2.483, -1.641, -0.857, -0.310, -0.729, -1.050, -0.729, -0.018, -1.232, 1.216, -0.626, 0.459, 0.024, -0.437, -0.502, -0.394, -0.099, -0.425, 0.444, -1.591, -0.100, -1.782, 0.251, 0.494, 0.159, 0.339, 0.376, 0.581, 0.362, 0.363, 0.440, 0.223, 0.368, 0.274, 0.417, 0.409, 0.473, 0.309, 0.268, 0.451, 0.484, 0.399, 0.433, 0.230, 0.319, 0.468, 0.407, 0.184, 0.404, 0.484

No. 4
Computed, not measured: one molecule with the formula C20H28N2O7S, with ωB97M-V/def2-TZVPD.

Values from the calculation:
SMILES string: CCOC(=O)C1CCN(C(=O)COc2ccc(S(=O)(=O)N3CCOCC3)cc2)CC1
LUMO level in eV: 0.568
ΔE to the lowest compared entry with this formula, charge and spin in kcal/mol: 0.0
Maximum force in eV Å⁻¹: 1.02
Total energy in eV: -49342.4079

Positions of all 58 atoms, in Å:
C 4.567 -0.433 5.383
C 5.224 -0.564 4.016
O 4.255 -0.522 2.965
C 3.618 -1.659 2.675
O 3.832 -2.708 3.224
C 2.620 -1.436 1.548
C 1.583 -0.379 1.952
C 0.647 -0.937 3.027
N 0.007 -2.140 2.549
C -1.296 -2.323 2.281
O -1.747 -3.385 1.889
C -2.257 -1.146 2.513
O -1.860 0.096 1.965
C -1.646 0.193 0.629
C -1.832 -0.840 -0.289
C -1.539 -0.623 -1.625
C -1.073 0.606 -2.042
S -0.674 0.898 -3.755
O 0.595 1.559 -3.839
O -0.862 -0.312 -4.505
N -1.853 2.041 -4.149
C -1.525 2.828 -5.325
C -2.579 3.925 -5.472
O -3.871 3.373 -5.581
C -4.185 2.585 -4.458
C -3.172 1.455 -4.266
C -0.900 1.645 -1.143
C -1.187 1.441 0.189
C 0.952 -3.196 2.240
C 1.919 -2.737 1.150
H 3.927 -1.292 5.572
H 3.969 0.474 5.429
H 5.332 -0.393 6.152
H 5.777 -1.506 3.950
H 5.892 0.276 3.818
H 3.196 -1.051 0.700
H 2.085 0.513 2.326
H 0.999 -0.102 1.071
H -0.091 -0.188 3.307
H 1.232 -1.200 3.918
H -3.233 -1.453 2.120
H -2.358 -0.964 3.588
H -2.187 -1.808 0.022
H -1.660 -1.408 -2.356
H -0.530 3.245 -5.173
H -1.522 2.197 -6.225
H -2.415 4.499 -6.385
H -2.531 4.594 -4.600
H -5.183 2.182 -4.637
H -4.196 3.212 -3.553
H -3.381 0.903 -3.348
H -3.212 0.761 -5.118
H -0.530 2.590 -1.504
H -1.058 2.224 0.919
H 0.384 -4.066 1.910
H 1.511 -3.453 3.144
H 2.659 -3.520 0.984
H 1.369 -2.572 0.222

From a Mulliken analysis of the wavefunction, the atomic charges in e read: -1.097, -0.268, -0.342, 0.108, -0.605, 0.326, -0.599, -1.003, 0.119, 0.834, -0.680, -0.744, -0.500, 0.567, -0.256, -0.674, -0.418, 1.448, -0.760, -0.723, 0.056, -0.556, -0.624, -0.379, -0.741, -0.373, -0.207, -0.782, -0.982, -0.941, 0.296, 0.289, 0.395, 0.323, 0.327, 0.510, 0.551, -0.005, 0.499, 0.466, 0.385, 0.383, 0.507, 0.527, 0.418, 0.329, 0.356, 0.334, 0.356, 0.342, 0.324, 0.301, 0.466, 0.468, 0.432, 0.413, 0.413, 0.392